1.
{"formula": "H4I2Si2", "method": "ωB97M-V/def2-TZVPD", "de_lowest_kcal_mol": 44.4, "spin_multiplicity": 1, "lumo_ev": -1.432, "e_homo_ev": -8.91, "symbols": ["Si", "Si", "I", "I", "H", "H", "H", "H"], "xyz": [[1.33, -1.29, 0.65], [-3.10, 0.99, -1.06], [-0.72, 1.45, -1.79], [2.46, 0.81, 1.20], [0.05, -0.87, 0.03], [2.42, -1.91, -0.24], [1.13, -1.69, 2.07], [-3.57, 2.50, -0.88]], "nbo_charge": [0.64, 0.59, -0.31, -0.27, -0.14, -0.11, -0.13, -0.28]}

2.
{"formula": "C4H8O2", "method": "ωB97M-V/def2-TZVPD", "de_lowest_kcal_mol": 113.9, "spin_multiplicity": 1, "lumo_ev": 0.750, "e_homo_ev": -8.15, "symbols": ["C", "C", "C", "O", "C", "O", "H", "H", "H", "H", "H", "H", "H", "H"], "xyz": [[-2.14, -0.45, 0.06], [-0.90, -0.36, -0.76], [1.64, -0.48, 0.14], [2.71, 0.37, 0.35], [-0.20, 0.93, -0.56], [0.40, 0.14, 0.49], [-2.26, -1.44, 0.52], [-2.95, -0.36, -0.68], [-2.29, 0.33, 0.83], [1.62, -0.75, -0.92], [1.67, -1.39, 0.76], [2.81, 0.50, 1.30], [-0.71, 1.79, -0.09], [0.53, 1.26, -1.30]], "nbo_charge": [-0.74, 0.05, 0.22, -0.71, -0.19, -0.48, 0.23, 0.25, 0.18, 0.18, 0.16, 0.47, 0.17, 0.19]}

3.
{"formula": "C3H9N2", "method": "ωB97M-V/def2-TZVPD", "de_lowest_kcal_mol": 300.5, "charge": 1, "spin_multiplicity": 1, "lumo_ev": -8.814, "e_homo_ev": -12.33, "symbols": ["C", "C", "N", "C", "N", "H", "H", "H", "H", "H", "H", "H", "H", "H"], "xyz": [[1.13, 2.51, -1.09], [0.59, 3.20, 0.06], [-0.07, 2.63, 1.05], [-0.61, -2.11, 1.36], [-0.09, -2.69, 0.27], [-0.86, -0.41, 1.27], [1.95, 2.92, -1.58], [0.87, 1.46, -1.16], [-0.22, -4.73, -2.10], [0.80, 4.26, 0.29], [-0.73, 1.94, 0.74], [-0.30, -2.37, 2.34], [-0.69, -4.60, -2.67], [-1.79, -2.02, 1.23]], "nbo_charge": [0.06, -0.06, -0.21, -0.42, -0.03, -0.06, 0.23, 0.23, 0.00, 0.26, 0.37, 0.24, 0.00, 0.39]}

4.
{"formula": "C16H36AlO", "method": "ωB97M-V/def2-TZVPD", "charge": -1, "spin_multiplicity": 1, "lumo_ev": 2.956, "e_homo_ev": -4.47, "symbols": ["C", "C", "C", "C", "C", "C", "C", "C", "C", "C", "C", "C", "C", "Al", "C", "C", "C", "O", "H", "H", "H", "H", "H", "H", "H", "H", "H", "H", "H", "H", "H", "H", "H", "H", "H", "H", "H", "H", "H", "H", "H", "H", "H", "H", "H", "H", "H", "H", "H", "H", "H", "H", "H", "H"], "xyz": [[-1.81, -0.45, 3.95], [-1.47, -1.59, 2.93], [-0.97, -1.02, 1.55], [-1.85, -1.51, 0.35], [-3.26, -0.81, 0.40], [-3.69, -0.33, -1.05], [-4.29, 1.11, -1.07], [-3.24, 2.27, -1.05], [-1.75, 1.81, -1.05], [-1.19, 1.51, -2.49], [0.39, 1.48, -2.53], [1.08, 1.12, -1.17], [2.55, 0.60, -1.49], [3.14, -0.98, -0.32], [3.27, -2.75, -1.37], [5.05, -0.51, 0.35], [4.98, 0.66, 1.41], [5.79, 0.38, 2.57], [-2.60, 0.22, 3.56], [-2.17, -0.93, 4.88], [-0.88, 0.12, 4.11], [-2.32, -2.30, 2.80], [-0.63, -2.15, 3.39], [0.06, -1.39, 1.40], [-0.90, 0.08, 1.58], [-1.94, -2.61, 0.32], [-1.33, -1.11, -0.55], [-3.24, 0.11, 1.03], [-4.02, -1.51, 0.79], [-4.52, -1.02, -1.34], [-2.90, -0.50, -1.79], [-4.94, 1.21, -0.17], [-4.99, 1.21, -1.93], [-3.40, 2.84, -0.11], [-3.47, 2.98, -1.87], [-1.15, 2.68, -0.70], [-1.53, 0.99, -0.34], [-1.56, 0.56, -2.91], [-1.56, 2.34, -3.13], [0.80, 2.43, -2.92], [0.67, 0.68, -3.25], [0.51, 0.41, -0.55], [1.22, 2.07, -0.61], [2.66, 0.29, -2.55], [3.25, 1.45, -1.32], [2.25, -1.12, 1.01], [2.74, -3.59, -0.85], [4.35, -3.02, -1.39], [2.88, -2.69, -2.40], [5.69, -0.20, -0.51], [5.55, -1.38, 0.82], [3.93, 0.78, 1.75], [5.33, 1.59, 0.93], [5.46, -0.46, 2.89]], "nbo_charge": [-0.61, -0.40, -0.42, -0.40, -0.41, -0.40, -0.40, -0.40, -0.42, -0.40, -0.39, -0.41, -0.97, 1.41, -1.24, -0.99, -0.07, -0.75, 0.19, 0.20, 0.21, 0.19, 0.20, 0.25, 0.20, 0.20, 0.21, 0.19, 0.20, 0.19, 0.21, 0.19, 0.20, 0.19, 0.20, 0.21, 0.22, 0.19, 0.19, 0.19, 0.19, 0.19, 0.19, 0.19, 0.20, -0.46, 0.20, 0.20, 0.20, 0.19, 0.19, 0.15, 0.16, 0.45]}